[1]
Density functional theory data (the ωB97M-V functional and the def2-TZVPD basis) for a 7-piece molecular cluster, BrH12O6 overall in a non-equilibrium geometry.

```
19
Properties=species:S:1:pos:R:3:forces:R:3:mulliken_charge:R:1
Br -0.05405 0.13668 0.52095 -0.3 -0.6 -0.2 -0.96
O -2.19705 1.85068 -1.31805 1.2 -2.2 0.9 -0.66
H -1.71205 1.02668 -0.73405 -1.3 3.1 -2.8 0.37
H -1.92005 1.92068 -2.27105 0.1 -0.8 1.8 0.28
O 2.05095 -0.09432 3.00695 -0.8 4.1 4.9 -0.59
H 1.31995 0.03568 2.48095 -2.3 0.1 -2.3 0.27
H 2.60795 -0.71032 2.73495 3.3 -4.2 -2.4 0.28
O -3.15605 -1.50432 1.13495 -3.3 -1.6 -4.2 -0.59
H -2.29005 -1.28932 1.06095 4.3 1.3 0.2 0.32
H -3.49905 -1.46932 1.95895 -1.0 0.4 4.0 0.27
O 0.10795 -3.10232 -0.89505 0.1 2.2 0.5 -0.67
H 0.14295 -2.07932 -0.56805 -0.5 -3.1 -1.6 0.36
H -0.30305 -3.25332 -1.77805 0.4 1.0 1.2 0.29
O 2.03795 0.10968 -2.19105 1.1 -1.2 -4.3 -0.62
H 1.52995 0.16668 -1.42305 -1.9 -0.2 2.0 0.33
H 1.57995 -0.45832 -2.90005 0.8 1.4 2.2 0.30
O 1.21095 3.03368 0.75695 2.1 3.3 -1.6 -0.61
H 1.65595 3.48468 -0.05905 -1.4 -1.6 2.3 0.31
H 0.88695 2.19568 0.48195 -0.5 -1.4 -0.6 0.31
```
Positions in Å, forces in eV/Å.

Summary:
- ΔE to the lowest compared entry with this formula, charge and spin: 2.2423 eV
- Energy: -3032.7094 hartree
- Lowest unoccupied orbital energy: 3.34 eV
- Total charge: -1

[2]
Density functional theory data (the ωB97M-V functional and the def2-TZVPD basis) for C9H20AlCl12IO3P as an isolated structure.

```
47
Properties=species:S:1:pos:R:3:forces:R:3:mulliken_charge:R:1
C -1.15825 2.13284 -0.63668 -0.3 -0.2 -0.5 -0.59
Al -1.87364 0.85771 -1.99984 -0.2 -0.2 -0.4 0.29
O -0.59924 -0.35945 -2.44442 0.2 0.1 0.2 -0.57
C 0.35859 0.37412 -3.16371 -0.3 -0.3 0.1 -0.34
C -0.34219 1.62719 -3.80566 0.2 0.8 0.4 1.16
P 0.12131 1.90721 -5.56378 -0.4 -0.4 0.0 -0.13
O 1.76691 1.77525 -5.41339 0.2 0.3 0.1 -0.47
I -0.08025 4.35930 -5.58055 0.1 0.0 -0.1 -0.15
O -1.72476 1.57319 -3.66584 0.0 0.0 0.2 -0.57
H -0.08347 2.22792 -0.81070 -0.2 -0.2 0.1 -0.47
H -1.61456 3.11645 -0.80041 0.0 0.0 0.1 0.34
H -1.35644 1.80926 0.38685 0.1 0.0 0.1 0.45
H -3.31094 0.22802 -1.66551 0.0 -0.1 0.0 -0.45
H 1.13559 0.75508 -2.48602 0.2 0.0 -0.1 0.20
H 0.85811 -0.27457 -3.90027 -0.1 0.0 -0.1 0.36
H 0.06196 2.49991 -3.26217 0.0 -0.1 -0.1 -0.46
H 1.99349 0.88338 -5.68369 0.2 -0.2 -0.2 0.32
C 0.80495 -1.29410 0.06685 -0.1 0.0 -0.1 0.25
Cl 1.36806 0.28444 0.61779 0.2 -0.1 0.1 -0.17
Cl 1.98448 -2.59349 0.38997 -0.1 0.1 0.1 -0.20
H -0.10408 -1.53108 0.60508 0.0 0.0 0.1 0.07
H 0.60661 -1.23444 -0.99975 0.0 0.0 0.0 0.05
C 0.72786 4.51559 0.10416 0.2 0.0 0.2 -0.05
Cl -0.58564 5.64807 0.46688 0.0 0.1 0.0 -0.20
Cl 1.10328 4.45529 -1.61659 0.1 0.2 0.0 -0.14
H 1.60732 4.84284 0.64346 0.0 0.1 0.0 0.29
H 0.41208 3.52501 0.41320 0.0 0.2 0.0 0.22
C 0.89230 -3.05723 4.16341 0.0 0.0 -0.1 -0.02
Cl -0.67026 -2.81315 3.36669 0.0 0.0 0.0 -0.14
Cl 1.18165 -1.86603 5.43954 0.0 0.0 0.0 -0.19
H 0.89413 -4.04559 4.60669 0.0 0.0 0.0 0.23
H 1.66920 -2.95989 3.41538 0.0 0.0 0.0 0.12
C 1.13600 -6.06946 1.77130 0.0 0.2 -0.1 0.19
Cl 2.74238 -5.38378 2.04059 0.2 -0.2 0.1 -0.17
Cl 0.44207 -6.75293 3.25001 0.0 0.0 0.0 -0.16
H 0.48992 -5.26726 1.43037 0.1 -0.1 0.0 -0.22
H 1.21439 -6.85401 1.02951 0.0 0.0 0.0 0.36
C 0.03922 6.35464 4.05313 0.0 0.0 0.0 -0.30
Cl 1.48001 5.51905 3.46291 0.1 0.0 0.1 -0.13
Cl -0.13428 7.97472 3.36986 0.0 0.0 0.0 -0.15
H -0.82751 5.76699 3.77609 0.0 0.0 -0.1 0.26
H 0.12315 6.45097 5.12830 0.0 0.0 0.0 0.32
C -2.67914 -5.80234 -0.16699 -0.1 0.1 -0.1 -0.34
Cl -1.81938 -4.49845 0.65238 -0.1 0.0 0.0 -0.06
Cl -1.81254 -7.34602 -0.08760 0.0 0.0 0.0 -0.17
H -3.64174 -5.92902 0.31220 0.0 0.0 0.0 0.28
H -2.79673 -5.53215 -1.20901 0.0 0.0 0.0 0.30
```
Positions in Å, forces in eV/Å.

Summary:
- ΔE to the lowest compared entry with this formula, charge and spin: 0.0000 eV
- Energy: -6984.5973 hartree
- Lowest unoccupied orbital energy: 2.01 eV
- Total charge: -1

[3]
Density functional theory data (the ωB97M-V functional and the def2-TZVPD basis) for a 2-piece molecular cluster, C7H6N2O3 overall in a non-equilibrium geometry.

```
18
Properties=species:S:1:pos:R:3:forces:R:3:mulliken_charge:R:1
C -3.41526 -1.80362 0.69234 0.4 0.3 -0.1 0.23
C -2.53895 -1.00697 0.50343 0.1 0.5 -0.5 -1.12
C -1.57883 0.08355 0.15359 0.1 -0.7 0.5 1.09
C -0.83642 -0.08028 -1.20132 -0.5 -0.8 0.0 -1.44
C -2.28401 1.34167 -0.01863 -2.3 3.3 -2.1 0.16
N -2.82753 2.25444 -0.53306 1.6 -2.5 2.1 -0.48
H -4.20747 -2.49274 0.82912 -0.1 -0.2 0.1 0.45
H -0.86848 0.18361 0.98752 -0.1 -0.1 -0.3 -0.07
H -1.47855 0.23956 -2.01107 -0.3 0.1 0.0 0.49
H -0.60264 -1.12855 -1.40757 0.4 0.3 0.3 0.37
H 0.01823 0.58389 -1.22631 0.3 -0.1 0.0 0.35
O 1.80463 -1.55831 -1.15768 0.4 0.6 2.0 -0.50
C 2.02356 -0.71487 -0.32892 0.3 -1.0 -1.8 0.70
O 1.68694 -0.66482 1.01192 -0.4 -0.8 -0.6 -0.27
C 1.88082 0.61328 1.35088 0.0 0.6 0.6 0.05
N 2.38447 1.37559 0.46614 0.5 -1.0 -0.1 -0.27
O 2.65012 0.43697 -0.60023 -0.4 1.2 0.1 -0.14
H 1.60156 0.89672 2.35646 0.0 0.2 -0.2 0.42
```
Positions in Å, forces in eV/Å.

Summary:
- SMILES string: C#C[C@@H](C)C#N.O=c1ocno1
- ΔE to the lowest compared entry with this formula, charge and spin: 4.5196 eV
- Energy: -605.4284 hartree
- Lowest unoccupied orbital energy: 0.42 eV

[4]
Density functional theory data (the ωB97M-V functional and the def2-TZVPD basis) for an isolated ion of composition C3H6N2S and charge +2 in a non-equilibrium geometry.

```
12
Properties=species:S:1:pos:R:3:forces:R:3:mulliken_charge:R:1
C -1.52291 -2.22520 -0.56615 1.9 2.4 1.3 0.19
N -1.00760 -1.40233 0.08005 -3.0 -4.1 -2.8 0.08
C -0.46910 -0.43534 0.86735 0.1 1.7 2.3 0.17
S -1.06586 -0.22953 2.37976 0.9 0.1 -1.8 0.10
C 0.71467 0.17011 0.10469 0.3 1.4 3.1 -0.68
N 0.64602 1.60268 -0.29510 -0.7 -0.7 -0.8 -0.28
H -1.82447 -2.92673 -1.34283 -0.3 -0.1 0.4 0.46
H 0.89769 -0.40432 -0.70722 0.7 -1.6 -2.8 0.45
H 1.58775 0.13312 0.73180 0.4 -0.4 0.5 0.39
H 1.52622 1.90541 -0.70373 0.6 -0.1 0.0 0.37
H 0.52950 2.16826 0.56106 -0.8 0.4 -0.7 0.38
H -0.01193 1.64388 -1.10968 -0.1 1.1 1.3 0.38
```
Positions in Å, forces in eV/Å.

Summary:
- SMILES string: C#[N+]C(=S)C[NH3+]
- ΔE to the lowest compared entry with this formula, charge and spin: 0.7942 eV
- Energy: -624.8285 hartree
- Lowest unoccupied orbital energy: -11.03 eV
- Total charge: +2